# 1
Density functional theory data (ωB97M-V/def2-TZVPD) for a molecular structure, C15H19Cl5GeO5RuSe.

Summary:
- energy (Eh) = -7833.1231
- frontier orbital gap (alpha / beta) (eV) = 8.4 / 7.4
- multiplicity = 2
- lowest unoccupied orbital energy (alpha / beta) (Eh) = -0.13239 / -0.17190
- net charge = +1
- relative energy (zero: lowest compared OMol25 entry of this formula, charge and spin) (kJ/mol) = 33.5

Each line ends with the Mulliken charge.
Element x y z (Å)
Ru  0.672  -0.183  -0.260  0.3832
O  2.874  -1.513  2.990  -0.4503
C  2.235  -1.557  1.855  0.7085
O  1.276  -0.815  1.633  -0.5196
C  2.718  -2.620  0.903  -0.6977
O  2.422  -2.295  -0.428  -0.3076
C  3.492  -1.666  -1.143  -0.4856
C  3.640  -0.193  -0.786  0.6261
O  4.720  0.331  -0.779  -0.6074
O  2.513  0.437  -0.520  -0.7224
H  2.495  -0.832  3.572  0.4024
H  2.147  -3.518  1.152  0.3805
H  3.777  -2.818  1.081  0.4071
H  3.237  -1.763  -2.199  0.3127
H  4.434  -2.180  -0.958  0.3411
Cl  -0.461  -3.674  0.190  -0.1596
C  -0.527  -2.897  -1.348  0.8590
C  -0.132  -1.575  -1.458  -1.6301
C  -0.258  -0.978  -2.686  1.7386
Cl  0.243  0.701  -2.540  -0.1049
C  -0.727  -1.584  -3.832  -0.3006
Cl  -0.840  -0.711  -5.294  -0.1736
C  -1.097  -2.926  -3.711  0.7098
Cl  -1.680  -3.758  -5.086  -0.1484
C  -1.001  -3.575  -2.472  0.0894
Cl  -1.476  -5.214  -2.337  -0.1629
C  0.294  2.892  0.386  -1.2216
Ge  -1.622  2.955  0.795  0.5952
C  -1.659  3.092  2.743  -1.1993
C  -2.588  4.432  -0.014  -1.1328
C  -2.444  1.313  0.044  -0.9636
Se  -1.749  -0.446  0.538  0.3566
C  -1.933  -0.426  2.465  -0.9657
H  0.768  3.839  0.646  0.4748
H  0.547  2.697  -0.655  0.2697
H  0.759  2.143  1.040  0.3077
H  -1.152  4.024  3.001  0.3884
H  -1.102  2.289  3.220  0.3671
H  -2.664  3.129  3.162  0.3604
H  -2.196  5.382  0.350  0.3603
H  -3.646  4.379  0.238  0.3759
H  -2.491  4.418  -1.100  0.3643
H  -2.308  1.320  -1.040  0.3397
H  -3.519  1.291  0.231  0.5317
H  -1.368  0.357  2.954  0.1311
H  -1.626  -1.406  2.822  0.3696
H  -3.000  -0.296  2.633  0.4025


# 2
Density functional theory data (ωB97M-V/def2-TZVPD) for a gas-phase ion, C3H10BN2O2 (charge +1) in a non-equilibrium geometry.

Summary:
- SMILES = NB(O)[C@@H]1COC[NH2+]1
- energy (Eh) = -404.9644
- frontier orbital gap (eV) = 11.2
- multiplicity = 1
- lowest unoccupied orbital energy (Eh) = -0.13521
- net charge = +1
- relative energy (zero: lowest compared OMol25 entry of this formula, charge and spin) (kJ/mol) = 63.7

Each line ends with the Mulliken charge.
Element x y z (Å)
N  1.966  -1.222  0.019  -0.5138
B  1.496  0.142  -0.006  0.3515
O  2.268  1.153  -0.605  -0.4952
C  0.077  0.613  0.638  -0.3207
C  -0.832  -0.467  1.341  -0.4835
O  -1.998  -0.711  0.507  -0.3533
C  -1.615  -0.397  -0.788  -0.3494
N  -0.789  0.853  -0.608  -0.1228
H  2.475  -1.489  -0.816  0.2796
H  1.209  -1.877  0.154  0.2421
H  1.965  2.004  -0.299  0.3105
H  0.266  1.503  1.248  0.3942
H  -0.412  -1.469  1.470  0.3264
H  -1.161  0.003  2.271  0.2792
H  -2.443  -0.135  -1.452  0.3929
H  -0.917  -1.091  -1.285  0.3491
H  -0.203  0.927  -1.440  0.3531
H  -1.352  1.661  -0.349  0.3601


# 3
Density functional theory data (ωB97M-V/def2-TZVPD) for a molecular structure, C49H58BrCrN2O2P2S3Si in a non-equilibrium geometry.

Summary:
- energy (Eh) = -7947.2080
- frontier orbital gap (alpha / beta) (eV) = 5.1 / 6.1
- multiplicity = 4
- lowest unoccupied orbital energy (alpha / beta) (Eh) = 0.13847 / 0.13846
- net charge = -2

Each line ends with the Mulliken charge.
Element x y z (Å)
Cr  0.558  -1.179  -0.014  0.0615
S  0.553  -2.364  -1.944  -0.0510
C  2.081  -2.147  -2.740  -0.1125
C  2.293  -2.952  -3.856  -0.8196
C  3.399  -2.740  -4.619  0.3401
C  3.852  -3.645  -5.628  0.0214
N  4.043  -4.452  -6.425  -0.6282
C  4.336  -1.664  -4.206  0.5943
C  4.129  -0.909  -3.079  -1.1531
C  3.019  -1.158  -2.271  0.2407
S  2.772  -0.445  -0.714  -0.2101
C  5.390  -1.218  -5.074  -0.0340
N  6.192  -0.993  -5.860  -0.6318
H  1.769  -3.860  -4.054  0.4519
H  4.780  -0.089  -2.853  0.5248
C  1.947  1.629  3.076  -0.7908
C  2.864  0.605  2.214  1.6736
P  3.931  -0.372  3.329  -0.7520
C  4.462  -1.728  2.047  0.3935
C  5.582  -1.487  1.251  -0.0469
C  5.901  -2.358  0.235  -0.7027
C  5.057  -3.449  0.047  -0.6040
C  3.812  -3.587  0.688  -0.5743
C  3.670  -2.758  1.762  0.0269
C  5.503  0.623  3.476  -0.0383
C  6.497  0.145  4.298  0.0093
C  7.607  0.870  4.525  -0.4698
C  7.751  2.139  4.082  -0.5610
C  6.758  2.681  3.230  -0.5252
C  5.607  1.925  2.940  0.1531
C  1.429  2.845  2.178  -0.6944
P  -0.246  3.405  2.637  0.1264
C  -0.274  5.084  1.823  0.5362
C  0.736  5.982  2.024  -0.3308
C  0.891  7.114  1.263  -0.6902
C  -0.091  7.430  0.316  -0.1795
C  -1.205  6.675  0.181  -0.8343
C  -1.288  5.494  0.908  -0.2923
C  -0.013  3.968  4.453  0.5020
C  0.327  2.947  5.345  -0.1642
C  0.501  3.213  6.711  -0.4650
C  0.359  4.504  7.187  -0.4856
C  0.009  5.510  6.304  -0.5305
C  -0.153  5.299  4.936  -0.3217
H  2.477  1.982  3.949  0.4836
H  1.010  1.073  3.440  0.3496
H  3.484  1.196  1.589  0.9026
H  2.266  -0.057  1.640  -1.9834
H  6.259  -0.695  1.601  0.2223
H  6.914  -2.298  -0.197  0.3601
H  5.406  -4.174  -0.660  0.3396
H  3.143  -4.349  0.369  0.5333
H  2.770  -2.880  2.410  0.1808
H  6.523  -0.930  4.538  0.2748
H  8.434  0.577  5.174  0.3043
H  8.591  2.642  4.332  0.5195
H  6.724  3.760  2.708  0.1729
H  4.856  2.295  2.227  0.4009
H  1.419  2.427  1.206  0.4096
H  2.184  3.621  2.072  0.4320
H  1.601  5.705  2.602  0.3788
H  1.793  7.671  1.457  0.3702
H  0.155  8.433  -0.244  0.1792
H  -1.913  7.033  -0.525  0.4149
H  -2.028  4.826  0.513  0.4156
H  0.306  1.820  4.997  0.0980
H  0.842  2.307  7.298  0.2964
H  0.288  4.664  8.303  0.2523
H  -0.077  6.496  6.788  0.3103
H  -0.167  6.205  4.323  0.2980
C  -0.448  2.553  -1.752  -0.3537
O  0.371  1.640  -1.063  -0.1703
C  -0.338  0.631  -0.304  0.9704
O  -1.568  0.717  -0.235  -0.5929
H  -1.002  3.112  -1.031  0.0124
H  -1.059  2.088  -2.510  0.1337
H  0.315  3.285  -2.272  0.1607
S  -0.027  -1.650  2.042  -0.8511
C  -5.731  -1.938  0.389  -2.0001
C  -6.020  -2.631  -0.945  2.3795
C  -7.213  -2.016  -1.554  -2.0300
C  -6.274  -4.105  -0.609  -1.5609
Si  -4.300  -2.598  -1.930  0.0636
Br  -2.631  -2.866  -0.530  -0.4256
C  -4.304  -4.185  -3.104  2.2804
C  -2.995  -4.015  -4.016  -2.4325
C  -4.055  -5.527  -2.378  -2.0688
C  -5.452  -4.258  -4.140  -1.5498
C  -4.010  -0.921  -2.802  2.3271
C  -4.298  0.105  -1.665  -2.2061
C  -2.559  -0.748  -3.353  -1.1975
C  -5.028  -0.712  -3.926  -1.6467
H  -6.621  -2.007  1.031  0.5510
H  -5.424  -0.846  0.424  0.2729
H  -4.931  -2.455  0.899  0.4312
H  -8.041  -2.038  -0.846  0.5245
H  -7.539  -2.597  -2.458  0.2204
H  -7.081  -0.990  -1.756  0.4311
H  -6.971  -4.341  0.223  0.4123
H  -5.369  -4.763  -0.320  0.2320
H  -6.502  -4.710  -1.540  0.2795
H  -2.088  -3.952  -3.488  0.5779
H  -3.132  -3.083  -4.557  0.4296
H  -2.978  -4.867  -4.718  0.6363
H  -3.457  -5.452  -1.525  0.2836
H  -3.469  -6.161  -3.028  0.5819
H  -5.016  -6.033  -2.196  0.4103
H  -5.491  -3.411  -4.849  0.2328
H  -6.462  -4.281  -3.730  0.2367
H  -5.262  -5.151  -4.755  0.5162
H  -3.732  0.094  -0.728  0.3321
H  -5.294  0.072  -1.244  0.4739
H  -4.182  1.120  -2.057  0.4652
H  -1.818  -0.764  -2.538  -0.1860
H  -2.446  0.235  -3.875  0.3501
H  -2.328  -1.516  -4.155  0.2297
H  -6.000  -0.926  -3.515  0.4232
H  -5.089  -1.407  -4.813  0.1700
H  -5.017  0.393  -4.236  0.3618


# 4
Density functional theory data (ωB97M-V/def2-TZVPD) for a molecular structure, C19H19N8O5Tc in a non-equilibrium geometry.

Summary:
- energy (Eh) = -1629.6423
- frontier orbital gap (alpha / beta) (eV) = 8.4 / 6.5
- multiplicity = 4
- lowest unoccupied orbital energy (alpha / beta) (Eh) = -0.34847 / -0.41692
- net charge = +3
- relative energy (zero: lowest compared OMol25 entry of this formula, charge and spin) (kJ/mol) = 43.1

Each line ends with the Mulliken charge.
Element x y z (Å)
Tc  -0.206  0.014  0.004  0.1186
N  2.625  -0.049  3.043  -0.1128
C  3.436  -0.800  2.230  -0.7816
C  2.784  -0.913  1.035  -0.4699
N  1.599  -0.231  1.121  0.7309
C  1.525  0.280  2.359  0.1992
C  0.297  0.992  2.689  -0.0853
N  -0.653  1.019  1.739  0.7780
C  -1.723  1.705  2.234  -0.2685
C  -1.414  2.115  3.500  -0.8265
N  -0.146  1.656  3.760  -0.0987
H  2.844  0.196  4.000  0.2109
H  4.391  -1.175  2.560  0.4345
H  3.103  -1.401  0.130  0.5559
H  -2.627  1.839  1.666  0.5240
H  -1.977  2.676  4.227  0.4227
H  0.345  1.813  4.630  0.2048
C  1.406  -1.497  -3.828  -1.5245
C  1.442  -0.557  -2.671  0.6303
O  0.720  -0.787  -1.652  -0.4000
N  2.233  0.495  -2.731  -0.0044
C  2.331  1.506  -1.677  -0.6226
C  1.107  2.360  -1.653  1.0951
C  1.132  3.589  -2.284  -0.9673
C  -0.026  4.342  -2.395  -0.4236
C  -1.197  3.825  -1.879  -1.0186
C  -1.168  2.603  -1.243  -0.1804
N  -0.035  1.869  -1.109  0.5000
H  0.885  -2.409  -3.552  0.3662
H  2.411  -1.731  -4.179  0.4445
H  0.866  -1.024  -4.652  0.3700
H  2.769  0.631  -3.578  0.3170
H  3.205  2.117  -1.888  0.6753
H  2.515  1.008  -0.730  -0.3090
H  2.063  3.950  -2.700  0.5014
H  -0.009  5.306  -2.887  0.4614
H  -2.137  4.354  -1.956  0.4957
H  -2.070  2.180  -0.833  0.5784
O  -4.281  -5.025  0.862  -0.4240
C  -3.885  -3.802  1.194  0.6024
O  -4.573  -3.021  1.771  -0.4337
C  -2.473  -3.382  0.850  -0.0804
C  -1.262  -4.015  1.060  -0.0912
N  -0.275  -3.126  0.825  -0.4873
N  -0.779  -1.944  0.460  0.6860
C  -2.117  -2.086  0.461  -0.0717
C  -2.899  -0.928  -0.106  0.4078
O  -4.060  -0.854  -0.280  -0.4257
O  -2.024  0.091  -0.460  -0.2197
H  -3.702  -5.478  0.234  0.3499
H  -1.034  -5.019  1.384  0.5222
H  0.719  -3.279  0.892  0.1442


# 5
Density functional theory data (ωB97M-V/def2-TZVPD) for C6H18N2S2Si in the gas phase in a non-equilibrium geometry.

Summary:
- SMILES = C[Si](C)(SCCN)SCCN
- energy (Eh) = -1434.8339
- frontier orbital gap (eV) = 9.3
- multiplicity = 1
- lowest unoccupied orbital energy (Eh) = 0.02463
- net charge = 0
- relative energy (zero: lowest compared OMol25 entry of this formula, charge and spin) (kJ/mol) = 0.0

Each line ends with the Mulliken charge.
Element x y z (Å)
S  1.979  -0.992  -0.687  -0.2423
S  -1.066  0.864  -0.112  -0.2999
N  -0.697  -1.590  -2.606  -0.4307
N  -0.739  4.737  1.175  -0.6400
C  1.583  -2.404  -1.716  -0.5420
C  -0.811  2.279  0.920  -0.4212
C  0.718  -2.004  -2.886  -0.5054
C  -1.004  3.633  0.270  -0.6447
C  0.993  -0.392  2.314  -1.2740
C  -0.666  -2.334  0.814  -0.9935
Si  0.268  -0.723  0.606  0.6045
H  -1.356  -2.297  -2.345  0.3058
H  -0.711  -0.914  -1.866  -0.0522
H  -1.478  4.753  1.875  0.2627
H  0.170  4.542  1.604  0.2603
H  2.526  -2.872  -2.034  0.4074
H  1.129  -3.188  -1.113  0.2686
H  -1.489  2.197  1.786  0.3647
H  0.189  2.208  1.345  0.2316
H  1.162  -1.194  -3.491  0.2589
H  0.641  -2.842  -3.590  0.4073
H  -2.020  3.718  -0.103  0.3840
H  -0.339  3.694  -0.617  0.3511
H  2.077  -0.388  2.226  0.3502
H  0.695  0.580  2.631  0.3594
H  0.752  -1.121  3.080  0.3671
H  -1.663  -2.211  1.226  0.3235
H  -0.121  -3.006  1.476  0.3235
H  -0.719  -2.734  -0.181  0.2154